# C18H28N2O3

One molecule with the formula C18H28N2O3 (the ωB97M-V functional and the def2-TZVPD basis, the OMol25 dataset).

Each line ends with the Mulliken charge.
Atoms and positions in Å:
C 3.686 -0.744 -4.813  -1.112
C 2.665 0.338 -4.490  -0.300
H 1.864 0.333 -5.238  0.301
H 3.135 1.323 -4.454  0.348
O 2.095 0.153 -3.199  -0.325
C 1.068 -0.719 -3.112  0.302
O 0.615 -1.287 -4.086  -0.675
C 0.599 -0.857 -1.747  0.302
C 1.108 -0.277 -0.585  1.779
C 0.307 -0.735 0.477  0.605
C -0.644 -1.594 -0.055  -0.068
N -0.470 -1.658 -1.393  -0.019
C -1.327 -2.380 -2.301  -0.825
C -2.445 -1.485 -2.833  -1.067
H -3.022 -1.058 -2.016  0.315
H -3.109 -2.064 -3.468  0.377
H -2.019 -0.678 -3.423  0.298
H -0.724 -2.736 -3.137  0.391
H -1.748 -3.236 -1.771  0.435
C -1.700 -2.338 0.680  -1.916
H -2.697 -1.981 0.420  0.325
H -1.542 -2.209 1.747  0.378
H -1.651 -3.404 0.458  0.460
C 0.476 -0.467 1.928  -0.133
O 0.722 -1.368 2.716  -0.668
N 0.353 0.820 2.336  0.320
C -0.115 1.895 1.495  -0.652
H -0.420 1.460 0.542  0.444
C -1.296 2.665 2.103  -0.840
H -0.933 3.443 2.777  0.400
H -1.812 3.168 1.283  0.436
C -2.279 1.771 2.864  -0.502
C -1.901 1.604 4.337  -0.739
C -0.693 0.701 4.570  -0.589
H -0.944 -0.330 4.316  0.285
H -0.429 0.726 5.629  0.406
C 0.538 1.090 3.749  -1.129
H 0.780 2.147 3.875  0.554
H 1.384 0.485 4.088  0.468
H -2.752 1.181 4.876  0.348
H -1.705 2.592 4.763  0.304
H -2.339 0.793 2.384  0.180
H -3.272 2.225 2.817  0.360
H 0.706 2.598 1.300  0.135
C 2.294 0.612 -0.453  -1.764
H 2.115 1.571 -0.938  0.224
H 2.520 0.776 0.598  0.415
H 3.158 0.160 -0.935  0.452
H 4.457 -0.774 -4.047  0.283
H 4.146 -0.538 -5.775  0.396
H 3.195 -1.713 -4.858  0.299

The calculation puts the energy relative to the best compared isomer or geometry (same formula, charge and spin) at 0.000 eV. Its charge is 0.



# C26H26ClN5OS

C26H26ClN5OS as an isolated structure in a non-equilibrium geometry (the ωB97M-V functional and the def2-TZVPD basis, the OMol25 dataset).

Each line ends with the Mulliken charge.
Atoms and positions in Å:
C 4.186 1.711 -0.139  -1.038
N 3.165 1.342 -1.041  0.213
C 3.046 0.415 -1.965  0.139
N 1.755 0.310 -2.497  -0.840
N 1.034 1.187 -2.092  -0.060
C 1.738 1.876 -1.030  0.353
S 1.287 3.207 0.070  -0.200
C -0.217 3.838 -1.016  -1.310
C -1.398 3.852 0.008  1.142
O -1.752 4.841 0.493  -0.639
N -1.874 2.839 0.556  0.208
C -1.603 1.415 -0.050  -0.334
C -2.709 0.498 -0.717  -1.855
N -3.806 0.756 0.376  0.289
C -4.824 -0.317 0.143  0.080
C -4.998 -1.200 -0.695  0.396
C -5.849 -2.328 -0.765  0.396
C -6.799 -2.388 0.320  -1.086
C -6.549 -1.364 1.254  -0.202
C -5.728 -0.431 1.460  -1.303
H -5.670 0.150 2.122  0.907
H -7.441 -1.492 2.313  0.006
H -7.510 -3.001 0.274  0.735
Cl -6.056 -3.167 -2.016  -0.252
H -4.293 -0.895 -1.925  0.117
C -4.064 2.029 0.782  -0.456
C -2.914 2.437 1.468  -1.518
H -2.605 2.186 2.311  0.533
H -3.208 3.613 1.887  0.445
H -4.394 2.600 0.006  0.229
H -4.973 2.094 1.436  0.648
H -2.502 -0.367 -1.005  1.226
H -2.955 1.283 -1.496  0.261
H -0.710 1.204 -0.697  0.075
H -1.229 0.638 0.912  0.135
H -0.302 3.342 -1.694  0.856
H -0.034 4.847 -1.416  0.369
C 3.952 -0.644 -1.979  -2.100
C 4.489 -1.271 -0.986  1.216
C 5.729 -1.077 -0.623  -0.296
C 6.477 -1.844 0.601  -0.735
C 5.458 -2.357 1.566  -1.002
C 4.120 -2.619 1.104  1.127
C 3.332 -3.406 2.004  -1.066
C 1.942 -3.352 1.652  -0.739
C 1.652 -2.954 0.533  -0.078
C 2.361 -2.327 -0.309  -0.391
C 3.790 -2.173 -0.074  0.914
H 1.862 -1.742 -1.360  0.062
H 0.312 -2.960 0.396  0.027
H 1.438 -3.892 2.373  0.471
H 3.845 -3.632 2.824  0.637
H 6.196 -2.794 2.131  0.398
H 7.522 -1.745 0.725  0.457
H 6.614 -0.744 -1.284  0.224
H 3.560 -1.312 -2.705  0.620
H 4.741 -0.223 -2.850  0.345
H 3.905 2.729 0.206  0.270
H 4.261 1.121 0.642  0.547
H 5.195 1.660 -0.525  0.427

Its charge is 0.



# C6H10O

A 2-piece molecular cluster, C6H10O overall (the ωB97M-V functional and the def2-TZVPD basis, the OMol25 dataset).

Each line ends with the Mulliken charge.
Atoms and positions in Å:
C 1.482 2.983 -0.560  -0.053
O 1.271 2.797 -1.731  -0.399
C -0.236 0.028 -0.781  -0.562
C 0.740 -0.812 -0.449  -0.391
C 0.349 -1.741 0.673  -0.523
C -1.175 -1.519 0.788  -0.589
C -1.468 -0.185 0.064  -0.516
H 1.966 3.913 -0.206  0.264
H 1.212 2.241 0.219  0.186
H -1.584 0.647 0.773  0.188
H -0.158 0.808 -1.535  0.591
H 1.726 -0.830 -0.903  0.417
H 0.603 -2.789 0.471  0.315
H 0.875 -1.469 1.600  0.224
H -1.699 -2.334 0.280  0.243
H -1.513 -1.512 1.827  0.304
H -2.390 -0.226 -0.529  0.301

The calculation puts the energy relative to the best compared isomer or geometry (same formula, charge and spin) at 1.051 eV. Its charge is 0.



# C15H43InN3O4

C15H43InN3O4 as an isolated structure (the ωB97M-V functional and the def2-TZVPD basis, the OMol25 dataset).

Each line ends with the Mulliken charge.
Atoms and positions in Å:
O 6.691 0.540 0.998  -0.548
C 5.913 1.699 0.659  -0.356
C 4.942 2.100 1.745  0.082
C 3.699 2.843 1.258  -1.353
In 2.115 1.350 0.790  0.434
H 6.574 0.408 1.946  0.314
H 5.371 1.454 -0.257  0.285
H 6.597 2.528 0.439  0.233
H 4.654 1.175 2.252  -0.129
H 5.495 2.688 2.493  0.322
H 3.325 3.454 2.083  0.368
H 3.924 3.522 0.431  0.345
H 2.859 0.115 -0.253  -0.379
H 1.760 0.585 2.369  -0.379
H 0.645 2.057 0.063  -0.230
C -4.017 3.186 -2.120  -1.180
C -2.570 3.369 -1.671  0.388
C -1.551 2.789 -2.656  -0.755
O -1.449 1.384 -2.615  -0.353
C -2.403 0.652 -3.341  -0.519
N -2.402 2.844 -0.318  -0.748
H -4.354 2.161 -1.968  -0.001
H -4.677 3.833 -1.541  0.414
H -4.139 3.425 -3.179  0.333
H -2.366 4.445 -1.627  0.356
H -0.559 3.146 -2.372  0.360
H -1.762 3.127 -3.683  0.410
H -2.689 1.167 -4.266  0.314
H -3.313 0.466 -2.761  0.077
H -1.954 -0.309 -3.597  0.303
H -1.466 3.053 0.020  0.275
H -2.410 1.829 -0.371  0.337
C -7.391 -2.795 -3.072  -1.457
C -6.114 -2.290 -2.408  0.311
C -6.179 -0.830 -1.953  -0.749
O -6.106 0.117 -3.000  -0.280
C -7.315 0.405 -3.667  -0.812
N -4.976 -2.566 -3.284  -0.705
H -7.473 -2.429 -4.096  0.283
H -7.379 -3.884 -3.117  0.369
H -8.280 -2.479 -2.522  0.344
H -5.961 -2.875 -1.495  0.373
H -5.308 -0.630 -1.324  0.321
H -7.078 -0.648 -1.348  0.540
H -8.165 0.359 -2.978  0.375
H -7.505 -0.275 -4.502  0.241
H -7.233 1.419 -4.057  0.237
H -4.106 -2.385 -2.794  0.287
H -4.995 -1.904 -4.055  0.321
C 6.179 -2.627 2.754  -1.376
C 6.232 -1.856 4.070  0.204
C 5.766 -2.661 5.289  -0.773
O 4.371 -2.836 5.398  -0.366
C 3.810 -3.855 4.598  -0.618
N 5.518 -0.596 3.890  -0.392
H 5.160 -2.684 2.373  0.266
H 6.768 -2.111 1.996  0.375
H 6.567 -3.642 2.868  0.378
H 7.282 -1.610 4.270  0.295
H 6.054 -2.117 6.193  0.335
H 6.269 -3.640 5.309  0.421
H 4.491 -4.710 4.519  0.292
H 3.564 -3.507 3.592  0.219
H 2.891 -4.178 5.087  0.250
H 5.641 0.015 4.691  0.224
H 4.519 -0.776 3.827  0.248

Its charge is -1.



# C45H37N2OP2S3Zr

C45H37N2OP2S3Zr as an isolated structure (the ωB97M-V functional and the def2-TZVPD basis, the OMol25 dataset).

Each line ends with the Mulliken charge.
Atoms and positions in Å:
Zr -0.712 -0.240 0.818  -0.053
C 3.901 0.022 -0.596  -1.029
N 2.502 -0.123 -0.160  0.712
P 1.802 0.532 1.228  1.164
C 2.803 1.822 1.928  0.441
C 2.502 3.152 1.631  -0.219
C 3.293 4.165 2.146  -0.694
C 4.376 3.848 2.959  -0.637
C 4.669 2.525 3.266  -0.768
C 3.883 1.505 2.758  -0.415
C 1.621 -0.847 2.373  0.612
C 2.374 -2.026 2.370  -1.075
C 2.074 -3.022 3.278  -0.584
C 1.005 -2.877 4.168  -0.746
C 0.233 -1.729 4.162  -1.018
C 0.546 -0.714 3.262  -0.418
P 1.285 -1.019 -0.933  1.137
C 1.581 -2.783 -0.859  0.788
C 2.687 -3.391 -1.464  -0.807
C 2.882 -4.755 -1.326  -0.939
C 1.972 -5.520 -0.603  -0.713
C 0.866 -4.927 -0.012  -1.174
C 0.676 -3.559 -0.136  -0.201
C 1.311 -0.493 -2.650  1.155
C 1.116 -1.401 -3.692  -0.867
C 1.115 -0.953 -5.005  -0.578
C 1.304 0.394 -5.282  -0.742
C 1.500 1.302 -4.247  -0.946
C 1.502 0.862 -2.934  -0.806
H 4.538 0.205 0.268  0.439
H 4.010 0.844 -1.301  0.354
H 4.235 -0.899 -1.071  0.221
H 1.644 3.392 1.013  0.281
H 3.065 5.199 1.927  0.480
H 4.991 4.640 3.365  0.434
H 5.507 2.291 3.908  0.456
H 4.102 0.475 3.012  0.442
H 3.186 -2.153 1.664  0.437
H 2.669 -3.926 3.300  0.521
H 0.779 -3.671 4.866  0.463
H -0.598 -1.618 4.845  0.590
H 0.009 0.239 3.331  0.787
H 3.382 -2.812 -2.060  0.478
H 3.738 -5.226 -1.790  0.493
H 2.126 -6.587 -0.506  0.476
H 0.156 -5.527 0.543  0.547
H -0.192 -3.105 0.341  0.722
H 0.965 -2.452 -3.483  0.537
H 0.975 -1.658 -5.813  0.477
H 1.310 0.738 -6.307  0.438
H 1.666 2.348 -4.469  0.525
H 1.685 1.565 -2.129  0.576
O -1.883 -1.400 1.871  -0.519
C -3.169 -1.165 1.234  2.599
C -4.249 -1.858 2.000  -1.285
C -5.530 -2.101 1.593  -0.416
C -6.309 -2.706 2.612  -0.818
C -5.602 -2.894 3.759  -0.482
S -3.988 -2.355 3.622  -0.132
C -3.303 0.358 1.209  0.108
C -4.028 1.187 0.403  -0.185
C -3.950 2.553 0.793  -0.904
C -3.145 2.748 1.871  -0.590
S -2.545 1.266 2.492  0.011
C -2.957 -1.693 -0.172  0.573
C -2.269 -1.036 -1.191  -0.829
C -1.957 -1.919 -2.274  -0.840
C -2.393 -3.182 -2.040  -0.814
S -3.152 -3.342 -0.510  0.016
H -5.911 -1.859 0.609  0.545
H -7.343 -2.993 2.494  0.470
H -5.939 -3.344 4.679  0.515
H -4.619 0.832 -0.432  0.587
H -4.477 3.354 0.295  0.597
H -2.916 3.675 2.374  0.578
H -2.260 0.043 -1.309  0.770
H -1.497 -1.600 -3.197  0.820
H -2.336 -4.035 -2.698  0.510
N -0.837 1.698 -0.334  -0.044
C -0.885 2.665 -0.962  0.463
C -0.946 3.851 -1.732  0.349
C -2.106 4.127 -2.469  -0.449
C -2.157 5.284 -3.220  -0.858
C -1.067 6.150 -3.236  -0.405
C 0.085 5.869 -2.507  -0.886
C 0.156 4.717 -1.749  -0.194
H -2.943 3.442 -2.449  0.530
H -3.042 5.516 -3.795  0.444
H -1.116 7.056 -3.826  0.452
H 0.922 6.552 -2.532  0.467
H 1.047 4.484 -1.180  0.490

The calculation puts the energy relative to the best compared isomer or geometry (same formula, charge and spin) at 0.236 eV. Its charge is +3.



no.,frontier orbital gap (eV),E_HOMO (eV),total energy (eV)
1,9.0,-8.2,-28244.6154
2,7.9,-7.9,-60214.5341
3,9.9,-9.0,-8430.1891
4,6.6,-4.3,-34083.4112
5,5.9,-15.4,-104634.8851